ORCA calculation (ωB97M-V with the def2-TZVPD basis set) on a cluster of 8 separate species, C23H28Br3N7O14 in total in a non-equilibrium geometry.

Structure (XYZ):
```
75
Properties=species:S:1:pos:R:3:lowdin_charge:R:1
C -0.8807 1.2188 7.9623 0.0524
N -2.1244 1.9979 8.1963 -0.4822
O -2.0381 3.2236 8.3271 0.0428
O -3.0957 1.3467 8.3763 0.0792
H -0.0603 1.9139 8.1410 0.0959
H -0.9674 0.9603 6.9069 0.1068
H -1.0695 0.5026 8.7620 0.1051
C 6.9904 0.6456 -2.4406 0.0474
N 5.7492 0.1999 -1.7193 -0.4390
O 5.3457 0.6564 -0.6630 0.0679
O 5.1866 -0.6745 -2.3908 0.0269
H 6.7805 0.5621 -3.5069 0.1010
H 7.7317 -0.0336 -2.0196 0.1019
H 7.1629 1.6495 -2.0526 0.0940
C -1.3716 0.5644 0.3004 0.0202
N -2.7051 0.5779 0.8926 -0.4560
O -2.9292 -0.3330 1.6652 0.0688
O -3.4048 1.5270 0.5447 0.0597
H -1.0082 -0.4581 0.4029 0.1011
H -0.7879 1.2507 0.9140 0.1042
H -1.3136 1.0302 -0.6834 0.1019
C 4.5127 -5.7285 2.0633 0.0395
N 4.1861 -4.8603 3.2243 -0.4323
O 4.8879 -5.0394 4.2564 0.0224
O 3.3909 -3.9484 3.1165 0.0678
H 5.2545 -5.1118 1.5558 0.1052
H 3.5601 -5.9678 1.5907 0.1023
H 5.0975 -6.6027 2.3494 0.0950
C -0.3202 2.5356 -10.9219 -0.0927
C 0.6257 3.5442 -11.1185 -0.0650
C 1.4394 3.9783 -10.0422 0.0059
C 1.1871 3.4913 -8.7402 -0.1441
C -0.0088 2.7444 -8.5181 0.0331
C -0.7198 2.1543 -9.6442 -0.0423
N 2.0835 3.8836 -7.6667 -0.3401
O 1.6996 3.6206 -6.5202 0.0549
O 3.1289 4.5126 -7.8258 0.0675
H -0.8765 2.2825 -11.8123 0.1024
H 0.7897 3.9427 -12.1089 0.1022
H 2.1452 4.7875 -10.1582 0.1122
H -0.2627 2.4002 -7.5264 0.1057
H -1.5612 1.4943 -9.4931 0.1009
C 1.6430 7.6703 2.6419 -0.0671
C 0.2747 7.4622 2.6143 -0.0712
C -0.3418 7.4092 1.3628 -0.0001
C 0.4098 7.5863 0.1946 -0.1302
C 1.8192 7.6253 0.2834 -0.0216
C 2.4507 7.7482 1.4677 -0.0627
N -0.2771 7.5282 -1.0824 -0.3875
O 0.2693 8.1552 -1.9522 0.0854
O -1.3639 7.0583 -1.2141 0.1013
H 2.0001 7.7946 3.6535 0.1003
H -0.3704 7.4883 3.4800 0.1079
H -1.3743 7.0979 1.3053 0.1170
H 2.4018 7.8183 -0.6052 0.1190
H 3.4705 8.0333 1.6803 0.1095
C -6.6015 -7.1824 7.5603 -0.0565
C -6.5631 -8.5990 7.3190 -0.0457
C -5.4826 -9.1229 6.5747 0.0121
C -4.4571 -8.2557 6.0578 -0.1535
C -4.6102 -6.8942 6.2544 -0.0244
C -5.6177 -6.3692 7.0078 -0.0843
N -3.3618 -8.7365 5.2629 -0.3468
O -3.6559 -9.6063 4.4324 0.0742
O -2.2104 -8.3822 5.5019 0.0862
H -7.4487 -6.6620 7.9821 0.1005
H -7.2586 -9.2804 7.7862 0.0982
H -5.5091 -10.1901 6.4112 0.1092
H -3.6996 -6.4063 5.9395 0.1215
H -5.8052 -5.3085 7.0862 0.1093
C 0.0331 -4.5078 -7.4000 -1.4804
Br -0.7572 -3.7404 -5.6711 0.4607
Br 1.6224 -3.5503 -7.9976 0.5527
Br -1.4817 -4.6156 -8.7061 0.4999
H 0.4232 -5.5070 -7.2063 -0.0335
```

Values from the calculation:
* energy relative to the best compared isomer or geometry (same formula, charge and spin): 1.544 eV
* multiplicity: 1
* strongest force on any atom: 3.71 eV Å⁻¹
* orbital gap: 0.338 hartree
* LUMO: -0.75 eV
* HOMO energy: -9.95 eV
* charge: 0